(1)
# C10H10ClN

C10H10ClN in the gas phase at a distorted geometry (ωB97M-V with the def2-TZVPD basis set, OMol25).

Structure (ORCA input):
```
! wB97M-V def2-TZVPD RIJCOSX def2/J DEFGRID3
* xyz 0 1
C 3.28341 1.82639 0.05837
C 1.90176 2.15849 0.06478
C 3.72406 0.53990 -0.11176
C 1.50529 -0.16341 0.08217
C 0.96536 1.09380 0.01826
C 2.80490 -0.46468 -0.02568
C -1.37111 -2.33395 0.59618
C -1.57696 -2.13761 -0.86300
C -1.50141 0.47532 0.32531
C -1.21031 -1.01707 0.08701
N -0.39386 1.35726 -0.12138
Cl 3.35914 -2.12652 0.03745
H 4.00691 2.58299 -0.15138
H 1.46652 3.20061 0.19782
H 4.75030 0.27364 0.00510
H -2.25742 -2.43354 1.05694
H -0.49702 -2.89506 0.83356
H -0.77060 -2.50098 -1.51107
H -2.65114 -2.00010 -1.19131
H -2.54125 0.86402 -0.25975
H -1.65666 0.62477 1.45924
H -0.52033 2.33227 0.09212
*
```

ΔE to the lowest compared entry with this formula, charge and spin in eV: 5.1721
Electronic energy in eV: -24538.3646
Max |F| in eV Å⁻¹: 3.81

Löwdin charges in e: atom 1 (C): -0.09, atom 2 (C): -0.02, atom 3 (C): -0.15, atom 4 (C): 0.07, atom 5 (C): -0.30, atom 6 (C): -0.70, atom 7 (C): -0.15, atom 8 (C): -0.10, atom 9 (C): -0.15, atom 10 (C): -0.15, atom 11 (N): -0.02, atom 12 (Cl): 0.64, atom 13 (H): 0.10, atom 14 (H): 0.12, atom 15 (H): 0.10, atom 16 (H): 0.07, atom 17 (H): 0.11, atom 18 (H): 0.10, atom 19 (H): 0.12, atom 20 (H): 0.17, atom 21 (H): 0.12, atom 22 (H): 0.11



(2)
# C10H10ClNO2

A molecular structure, C10H10ClNO2 at a distorted geometry (ωB97M-V with the def2-TZVPD basis set, OMol25).

Structure (ORCA input):
```
! wB97M-V def2-TZVPD RIJCOSX def2/J DEFGRID3
* xyz 0 1
C 1.57236 -1.24347 1.40782
C -0.18403 1.20045 0.64986
C 2.18493 1.66045 0.38345
C -0.19673 -0.06646 0.13937
C 2.33728 0.55892 -0.31209
C -1.48818 -0.49412 -0.60819
C 0.96569 2.03779 1.15892
C 1.08678 -0.84776 0.07468
C 1.11152 -1.97797 -0.95821
C -3.72739 -0.29137 -0.37708
N 1.94000 -1.17418 2.49024
O -1.60848 -1.19808 -1.57241
O -2.45921 0.10095 0.06633
Cl 3.50206 0.33485 -1.43628
H -1.15210 1.75195 0.70827
H 2.88084 2.51343 0.34242
H 0.86826 3.12815 0.87644
H 0.89198 1.99833 2.22707
H 2.07327 -2.49286 -0.93226
H 0.94652 -1.65483 -1.97349
H 0.37363 -2.78220 -0.74495
H -3.76024 -0.22944 -1.58634
H -4.33927 0.45162 0.12321
H -3.81952 -1.28415 -0.14680
*
```

ΔE to the lowest compared entry with this formula, charge and spin in eV: 2.4880
Electronic energy in eV: -28636.2519
Max |F| in eV Å⁻¹: 4.57

Löwdin charges in e: atom 1 (C): -0.18, atom 2 (C): 0.00, atom 3 (C): -0.18, atom 4 (C): -0.07, atom 5 (C): -0.63, atom 6 (C): -0.45, atom 7 (C): -0.16, atom 8 (C): -0.29, atom 9 (C): -0.07, atom 10 (C): -0.04, atom 11 (N): 0.18, atom 12 (O): 0.12, atom 13 (O): -0.07, atom 14 (Cl): 0.76, atom 15 (H): 0.13, atom 16 (H): 0.12, atom 17 (H): 0.14, atom 18 (H): 0.12, atom 19 (H): 0.08, atom 20 (H): 0.08, atom 21 (H): 0.10, atom 22 (H): 0.15, atom 23 (H): 0.10, atom 24 (H): 0.06



(3)
# C10H10F3MnNO2

A molecular structure, C10H10F3MnNO2 at a distorted geometry (ωB97M-V with the def2-TZVPD basis set, OMol25).

Structure (ORCA input):
```
! wB97M-V def2-TZVPD RIJCOSX def2/J DEFGRID3
* xyz -1 5
C -0.08244 0.79896 -2.26668
C 1.22927 0.61221 -1.68903
C 1.38707 1.58323 -0.64307
C 0.18433 2.37122 -0.57305
C -0.72574 1.89070 -1.57004
Mn -0.28619 0.26598 -0.22199
C 0.50609 -1.64383 -0.20307
C -0.67810 -2.01048 -1.09353
C -0.63080 -2.97478 -2.08078
N -1.61007 -1.08535 -0.80260
H 2.28947 1.74054 -0.04568
H 1.97741 -0.10995 -2.00264
H 0.03455 3.24283 0.05359
H -1.69395 2.32086 -1.81615
H -0.49172 0.26736 -3.12565
H 1.48643 -1.80811 -0.64159
H -2.60263 -1.17819 -1.02273
H 0.38828 -1.91809 0.85788
H 0.24882 -3.59539 -2.16292
H -1.34861 -3.02119 -2.89206
F 0.58631 1.17430 4.97070
C -0.03781 0.44069 4.01420
F 0.44484 -0.84451 4.07825
F -1.36830 0.39597 4.30734
C 0.22500 0.94872 2.53393
O 1.21089 1.65944 2.33502
O -0.64240 0.47685 1.70233
*
```

Electronic energy in eV: -55590.2345
Max |F| in eV Å⁻¹: 3.44
⟨S²⟩: 6.16

Löwdin charges in e: atom 1 (C): -0.19, atom 2 (C): -0.17, atom 3 (C): -0.17, atom 4 (C): -0.18, atom 5 (C): -0.17, atom 6 (Mn): 0.70, atom 7 (C): -0.10, atom 8 (C): -0.59, atom 9 (C): -0.05, atom 10 (N): -0.06, atom 11 (H): 0.11, atom 12 (H): 0.11, atom 13 (H): 0.11, atom 14 (H): 0.10, atom 15 (H): 0.11, atom 16 (H): 0.04, atom 17 (H): 0.06, atom 18 (H): 0.07, atom 19 (H): 0.00, atom 20 (H): 0.00, atom 21 (F): 0.11, atom 22 (C): -0.48, atom 23 (F): 0.10, atom 24 (F): 0.11, atom 25 (C): -0.52, atom 26 (O): 0.04, atom 27 (O): -0.10



(4)
# C10H10F6O

C10H10F6O in the gas phase at a distorted geometry (ωB97M-V with the def2-TZVPD basis set, OMol25).

Structure (ORCA input):
```
! wB97M-V def2-TZVPD RIJCOSX def2/J DEFGRID3
* xyz 0 1
O -2.50414 0.19640 -0.13369
C -1.28675 0.33732 0.60887
C -0.12558 -0.32746 -0.15110
C 0.01209 -1.67585 -0.50408
C 1.20299 -2.13345 -1.34081
F 1.11513 -3.40863 -1.78227
F 2.31739 -2.05178 -0.55600
F 1.33328 -1.32718 -2.44585
C -0.99952 -2.74078 -0.06494
F -0.37872 -3.86056 0.39864
F -1.80460 -2.38320 0.94266
F -1.71881 -2.99891 -1.21415
C 0.88430 0.76502 -0.43525
C 1.51440 1.13753 0.89902
C 0.38137 1.98322 1.60445
C -0.77329 1.80333 0.62711
C -0.09415 1.90760 -0.71288
H -2.33351 0.29836 -1.08634
H -1.47825 -0.00156 1.59564
H 1.62696 0.68582 -1.24223
H 1.78311 0.26142 1.50287
H 2.44063 1.72478 0.76879
H 0.11469 1.61282 2.61041
H 0.71205 3.04642 1.70628
H -1.57625 2.55853 0.78893
H 0.42868 2.86322 -0.81770
H -0.79350 1.72757 -1.56639
*
```

Electronic energy in eV: -28884.5196
SMILES: O[C@H]1C(=C(C(F)(F)F)C(F)(F)F)[C@@H]2CC[C@H]1C2
Max |F| in eV Å⁻¹: 3.99

Löwdin charges in e: atom 1 (O): 0.00, atom 2 (C): -0.26, atom 3 (C): -0.02, atom 4 (C): 0.07, atom 5 (C): -0.51, atom 6 (F): 0.15, atom 7 (F): 0.13, atom 8 (F): 0.12, atom 9 (C): -0.52, atom 10 (F): 0.13, atom 11 (F): 0.16, atom 12 (F): 0.12, atom 13 (C): -0.26, atom 14 (C): -0.11, atom 15 (C): -0.12, atom 16 (C): -0.28, atom 17 (C): -0.10, atom 18 (H): 0.10, atom 19 (H): 0.14, atom 20 (H): 0.15, atom 21 (H): 0.12, atom 22 (H): 0.12, atom 23 (H): 0.12, atom 24 (H): 0.12, atom 25 (H): 0.16, atom 26 (H): 0.13, atom 27 (H): 0.14



(5)
# C10H10FN4

A gas-phase ion, C10H10FN4 (charge +1) at a distorted geometry (ωB97M-V with the def2-TZVPD basis set, OMol25).

Structure (ORCA input):
```
! wB97M-V def2-TZVPD RIJCOSX def2/J DEFGRID3
* xyz 1 1
C -2.40508 1.33786 -0.66406
C -1.80247 0.71453 0.59009
C -2.35360 -0.63051 0.74577
C -1.64870 -1.68774 -0.03479
F -2.27729 -2.83094 -0.31002
C -0.33651 -1.58174 -0.43819
C 0.39842 -0.41514 -0.12060
N 1.81070 -0.48520 -0.14673
C 2.70016 -1.40064 0.21574
N 3.93780 -0.99199 0.12852
C 3.87579 0.18896 -0.42126
N 2.58234 0.56860 -0.54722
C -0.20485 0.66464 0.46288
C 0.49108 1.91600 0.65372
N 1.04937 2.90269 0.75291
H -1.61588 1.86492 -1.24504
H -3.22505 1.92416 -0.37670
H -2.87577 0.58646 -1.21640
H -2.03684 1.26407 1.43622
H -3.31782 -0.53854 0.38625
H -2.38207 -1.01141 1.75478
H 0.18555 -2.40216 -0.90384
H 2.51075 -2.37155 0.53452
H 4.78435 0.88360 -0.42468
H 2.15566 1.53109 -0.81185
*
```

ΔE to the lowest compared entry with this formula, charge and spin in eV: 0.0000
Electronic energy in eV: -19200.5626
SMILES: C[C@H]1CC(F)=CC([n+]2cnc[nH]2)=C1C#N
Max |F| in eV Å⁻¹: 3.84

Löwdin charges in e: atom 1 (C): -0.01, atom 2 (C): -0.27, atom 3 (C): -0.09, atom 4 (C): -0.19, atom 5 (F): 0.13, atom 6 (C): 0.06, atom 7 (C): -0.15, atom 8 (N): 0.03, atom 9 (C): -0.05, atom 10 (N): 0.15, atom 11 (C): -0.06, atom 12 (N): 0.15, atom 13 (C): -0.06, atom 14 (C): -0.19, atom 15 (N): 0.20, atom 16 (H): 0.11, atom 17 (H): 0.08, atom 18 (H): 0.07, atom 19 (H): 0.13, atom 20 (H): 0.12, atom 21 (H): 0.15, atom 22 (H): 0.13, atom 23 (H): 0.14, atom 24 (H): 0.19, atom 25 (H): 0.21



(6)
# C10H10FNO

2 unconnected molecules or ions with the total composition C10H10FNO at a distorted geometry (ωB97M-V with the def2-TZVPD basis set, OMol25).

Structure (ORCA input):
```
! wB97M-V def2-TZVPD RIJCOSX def2/J DEFGRID3
* xyz 0 1
C 3.08149 -0.09623 -0.86551
C -3.16872 0.45353 -0.42083
C -2.57496 -0.74449 -0.81781
C -2.43836 1.49683 0.18149
C -1.24741 -0.92047 -0.44189
C -1.22063 1.22277 0.76807
C -0.64500 -0.00290 0.44741
C 1.35697 -1.65135 0.83228
C 1.82404 0.57786 -0.84977
C 0.78621 -0.30198 0.70309
N 4.15876 -0.51467 -0.81050
O 1.83249 1.92266 -0.37383
F 1.23877 0.45265 1.74643
H -4.13842 0.74453 -0.72257
H -2.98396 -1.56419 -1.32130
H -2.76199 2.52262 0.40110
H -0.76482 -1.82147 -0.79423
H -0.58456 1.80533 1.35750
H 0.71014 -2.31514 1.65028
H 1.49015 -2.32767 0.05752
H 2.29779 -1.64420 1.18517
H 1.12988 0.34508 -1.79312
H 2.62215 2.36091 -0.11898
*
```

ΔE to the lowest compared entry with this formula, charge and spin in eV: 2.7540
Electronic energy in eV: -16783.8144
Max |F| in eV Å⁻¹: 5.80

Löwdin charges in e: atom 1 (C): -0.23, atom 2 (C): -0.07, atom 3 (C): -0.06, atom 4 (C): -0.06, atom 5 (C): -0.04, atom 6 (C): -0.02, atom 7 (C): -0.17, atom 8 (C): -0.04, atom 9 (C): -0.18, atom 10 (C): -0.33, atom 11 (N): 0.17, atom 12 (O): -0.02, atom 13 (F): 0.04, atom 14 (H): 0.09, atom 15 (H): 0.09, atom 16 (H): 0.11, atom 17 (H): 0.11, atom 18 (H): 0.10, atom 19 (H): 0.17, atom 20 (H): 0.06, atom 21 (H): 0.03, atom 22 (H): 0.18, atom 23 (H): 0.09



(7)
# C10H10NO2

A molecular structure, C10H10NO2 at a distorted geometry (ωB97M-V with the def2-TZVPD basis set, OMol25).

Structure (ORCA input):
```
! wB97M-V def2-TZVPD RIJCOSX def2/J DEFGRID3
* xyz 1 1
C -2.20689 2.19381 -1.44419
C -0.79123 2.15276 -1.56973
C -2.92971 1.27471 -0.68860
C -0.17057 1.04900 -0.99795
C -2.27871 0.28896 -0.01488
C -0.85928 0.19794 -0.18822
C 2.21829 -0.06161 0.91708
C 2.32762 -0.76228 2.01766
C -0.30387 -1.05290 0.33196
C 1.46399 -1.15219 0.21302
N 1.72651 -1.98559 1.45586
O -0.72666 -2.04161 0.88038
O 1.83504 -1.76931 -0.97784
H -2.56445 3.04533 -1.86901
H -0.37540 2.94482 -2.11025
H -3.91082 1.38935 -0.60757
H 0.86833 1.06132 -1.01451
H -2.72414 -0.48083 0.60843
H 2.35000 0.96070 0.71277
H 2.64930 -0.69739 3.09087
H 2.41610 -2.77627 1.19895
H 0.77969 -2.21005 1.72263
H 1.20688 -1.56866 -1.66686
*
```

ΔE to the lowest compared entry with this formula, charge and spin in eV: 0.6209
Electronic energy in eV: -16107.3673
Max |F| in eV Å⁻¹: 4.20

Löwdin charges in e: atom 1 (C): 0.01, atom 2 (C): 0.00, atom 3 (C): -0.02, atom 4 (C): -0.03, atom 5 (C): 0.03, atom 6 (C): -0.16, atom 7 (C): 0.06, atom 8 (C): 0.03, atom 9 (C): -0.18, atom 10 (C): -0.35, atom 11 (N): 0.15, atom 12 (O): 0.12, atom 13 (O): 0.09, atom 14 (H): 0.09, atom 15 (H): 0.10, atom 16 (H): 0.08, atom 17 (H): 0.09, atom 18 (H): 0.13, atom 19 (H): 0.11, atom 20 (H): 0.16, atom 21 (H): 0.24, atom 22 (H): 0.12, atom 23 (H): 0.12



(8)
# C10H10NO3S

A gas-phase ion, C10H10NO3S (charge -1) at a distorted geometry (ωB97M-V with the def2-TZVPD basis set, OMol25).

Structure (ORCA input):
```
! wB97M-V def2-TZVPD RIJCOSX def2/J DEFGRID3
* xyz -1 1
O -0.40512 3.45918 1.17239
C -1.10098 2.49146 1.39015
O -1.49526 2.03312 2.43942
C -1.52749 1.88386 0.01129
O -1.15310 2.64364 -0.93294
S -3.41073 1.38276 0.10715
C -3.10155 -0.39911 -0.03749
C -1.69864 -0.55964 0.69115
N -0.86464 0.32794 -0.12306
C 0.50705 0.18396 -0.06788
C 1.15645 -0.74778 0.85471
C 2.52666 -0.88721 0.64314
C 3.26291 -0.16195 -0.29798
C 2.57389 0.50226 -1.27340
C 1.25976 0.80629 -1.01045
H -0.88411 3.50157 -0.58991
H -2.80793 -0.52303 -1.06076
H -3.85278 -1.04034 0.35886
H -1.79631 -0.02436 1.59671
H -1.23937 -1.51820 0.59029
H 0.59966 -1.10122 1.71335
H 2.95521 -1.60115 1.29481
H 4.23535 -0.41714 -0.56686
H 3.09869 0.96472 -2.09503
H 0.81290 1.50045 -1.69926
*
```

ΔE to the lowest compared entry with this formula, charge and spin in eV: 1.0033
Electronic energy in eV: -29000.0096
SMILES: O=C([O-])[C@]1(O)SCCN1c1ccccc1
Max |F| in eV Å⁻¹: 5.86

Löwdin charges in e: atom 1 (O): 0.00, atom 2 (C): -0.77, atom 3 (O): -0.01, atom 4 (C): -0.57, atom 5 (O): 0.02, atom 6 (S): 0.87, atom 7 (C): -0.45, atom 8 (C): -0.23, atom 9 (N): -0.04, atom 10 (C): -0.24, atom 11 (C): 0.00, atom 12 (C): -0.11, atom 13 (C): -0.13, atom 14 (C): -0.10, atom 15 (C): -0.05, atom 16 (H): 0.11, atom 17 (H): 0.05, atom 18 (H): 0.05, atom 19 (H): 0.07, atom 20 (H): 0.10, atom 21 (H): 0.10, atom 22 (H): 0.08, atom 23 (H): 0.07, atom 24 (H): 0.10, atom 25 (H): 0.11



- Which value of max |F| does entry 8 give?
  5.86 eV Å⁻¹